# 1
A structure of composition C40H35FLuN8O5S2 in a non-equilibrium geometry. Source: the OMol25 dataset; level of theory: wB97M-V/def2-TZVPD.

ORCA input file:
```
! RIJCOSX wB97M-V def2-TZVPD def2/J DEFGRID3
* xyz 1 1
Lu -0.0944 -0.3756 0.1533
N -4.9655 -6.9175 2.6363
C -4.1514 -5.8715 2.2836
C -4.5319 -4.5492 2.5573
C -3.7004 -3.4999 2.2295
C -2.4725 -3.7629 1.6197
C -2.0867 -5.0627 1.3317
C -2.9153 -6.1110 1.6710
S -1.4978 -2.3925 1.1799
O -0.1278 -2.8004 0.8268
O -1.5291 -1.4326 2.2553
N -2.0193 -1.5795 -0.1223
C -1.6585 -2.2245 -1.3184
N -0.9506 -1.4722 -2.1678
C -0.4723 -2.0878 -3.2510
C -0.7112 -3.4137 -3.5251
C -1.4897 -4.0903 -2.5980
N -1.9607 -3.5153 -1.5036
H -5.8975 -6.7384 2.9582
H -4.7588 -7.8451 2.3179
H -5.4820 -4.3567 3.0431
H -3.9846 -2.4787 2.4544
H -1.1323 -5.2486 0.8532
H -2.6075 -7.1302 1.4662
H 0.1324 -1.4785 -3.9151
H -0.3063 -3.8992 -4.4009
H -1.7331 -5.1401 -2.7298
S -1.9826 2.0687 3.8729
C -3.2653 2.0265 2.7114
C -4.5954 2.4058 2.8677
C -5.4618 2.2025 1.8099
C -5.0083 1.6110 0.6252
C -3.6852 1.2446 0.4696
C -2.7911 1.4805 1.5162
N -1.4350 1.1696 1.5287
C -0.8997 1.3773 2.6980
C 0.4758 0.9837 3.0270
C 0.9729 1.2246 4.3088
C 2.2473 0.7995 4.6357
C 3.0025 0.1352 3.6752
C 2.4773 -0.1048 2.4112
C 1.1955 0.3010 2.0326
H -4.9444 2.8312 3.8005
H -6.5038 2.4778 1.9111
H -5.7140 1.4173 -0.1749
H -3.3321 0.7355 -0.4155
H 0.3718 1.7408 5.0511
H 2.6482 0.9787 5.6249
H 4.0014 -0.2081 3.9199
H 3.1002 -0.6326 1.6948
F -4.7183 4.2079 -2.6586
C -3.4040 4.1211 -3.0013
C -2.6427 3.1561 -2.4170
C -1.3071 3.0014 -2.7826
C -0.4941 1.9709 -2.1212
O -1.0129 1.2816 -1.2297
C 0.8659 1.8857 -2.5654
C 1.3153 2.7657 -3.4968
N 0.5656 3.7168 -4.1041
C 1.1748 4.6214 -5.0569
C 0.7831 4.5259 -6.5031
C 2.1408 4.0737 -6.0541
C -0.7680 3.8556 -3.7507
C -1.5629 4.8613 -4.3121
C -2.8899 5.0121 -3.9525
N -3.6486 6.0550 -4.5380
C -4.7760 6.6861 -3.8814
C -6.1148 6.1440 -4.3623
N -6.1637 6.2806 -5.8678
C -5.0000 5.5828 -6.5301
C -3.7070 6.1732 -5.9792
C 1.8828 0.8740 -2.0755
O 3.0141 0.9493 -2.5221
O 1.4389 0.0018 -1.2458
H -3.0682 2.5060 -1.6639
H 2.3559 2.7089 -3.7865
H 1.3790 5.6064 -4.6543
H 0.6971 5.4444 -7.0690
H 0.0727 3.7532 -6.7694
H 2.9999 4.6837 -6.2930
H 2.3344 3.0099 -6.0460
H -1.1228 5.5668 -5.0044
H -4.7368 7.7617 -4.0999
H -4.7138 6.5795 -2.8036
H -6.9601 6.6913 -3.9488
H -6.2154 5.0873 -4.1382
H -6.1289 7.2736 -6.1081
H -7.0468 5.9233 -6.2289
H -5.0971 5.7142 -7.6061
H -5.0821 4.5264 -6.2796
H -3.6390 7.2294 -6.2682
H -2.8726 5.6541 -6.4445
*
```

- E_HOMO: -0.3377 hartree
- Frontier orbital gap: 5.894 eV
- Molecular weight: 965.9 u
- ΔE to the lowest compared entry with this formula, charge and spin: 59.8 kJ/mol
- Calculated total energy: -122212.66369 eV


# 2
A structure of composition C40H35N2O6OsPS2 in a non-equilibrium geometry. Source: the OMol25 dataset; level of theory: wB97M-V/def2-TZVPD.

ORCA input file:
```
! RIJCOSX wB97M-V def2-TZVPD def2/J DEFGRID3
* xyz 2 1
Os -0.5142 -0.1695 -0.0623
C 1.2956 -0.2564 -6.1312
C 0.8411 -0.9669 -4.8881
C 0.3661 -0.2400 -3.7945
C -0.0877 -0.8959 -2.6713
C -0.0260 -2.2800 -2.6012
C 0.4444 -3.0241 -3.6663
C 0.8913 -2.3564 -4.7992
S -0.8049 -3.2206 -1.2751
O -0.0827 -4.4764 -1.1161
O -3.5483 -2.3959 -0.3190
N -0.3924 -2.1443 -0.0285
C 0.6689 -2.5638 0.8287
C 1.9363 -1.6542 0.4524
O 3.0241 -2.0635 0.6734
O 1.5477 -0.5179 -0.0703
H 0.7343 0.6633 -6.2871
H 1.2027 -0.8954 -7.0065
H 2.3500 0.0138 -6.0364
H 0.3421 0.8425 -3.8411
H -0.4787 -0.2809 -1.8237
H 0.4764 -4.1044 -3.6026
H 1.2670 -2.9310 -5.6363
H 0.9382 -3.6111 0.7265
H 0.4602 -2.3175 1.8722
O 1.2290 2.0749 0.3275
N -0.0229 1.7887 -0.2042
C -0.5638 2.8478 -0.6889
C -1.9077 3.0254 -1.1928
C -2.1897 4.3243 -1.6391
C -3.4505 4.6742 -2.0796
C -4.4628 3.7270 -2.0680
C -4.2006 2.4390 -1.6219
C -2.9299 2.0597 -1.2067
P -2.7616 0.3425 -0.5907
C -3.4470 -0.6787 -1.9181
C -3.7262 -2.0203 -1.6168
C -4.1491 -2.8926 -2.6077
C -4.3026 -2.4278 -3.9039
C -4.0367 -1.1013 -4.2178
C -3.5938 -0.2350 -3.2340
C -3.9974 0.4842 0.7432
C -5.1925 -0.2243 0.8046
C -6.0818 0.0120 1.8444
C -5.7894 0.9637 2.8112
C -4.6072 1.6876 2.7408
C -3.7107 1.4439 1.7144
H 1.7617 1.2538 0.2532
H 0.0610 3.7360 -0.6675
H -1.3995 5.0656 -1.6285
H -3.6470 5.6855 -2.4083
H -5.4587 3.9915 -2.3977
H -5.0068 1.7162 -1.5867
H -3.9250 -3.2693 -0.1550
H -4.3609 -3.9290 -2.3691
H -4.6337 -3.1067 -4.6786
H -4.1756 -0.7417 -5.2280
H -3.3679 0.7935 -3.4808
H -5.4448 -0.9403 0.0374
H -7.0072 -0.5462 1.8963
H -6.4921 1.1581 3.6110
H -4.3838 2.4424 3.4848
H -2.7964 2.0289 1.6427
O -0.5055 -0.1223 2.0787
S -1.4614 0.0957 3.2691
C -1.0837 1.7307 3.8805
C -0.1952 2.5509 3.2101
C 0.0281 3.8332 3.6993
C -0.6431 4.2738 4.8300
C -1.5317 3.4344 5.4932
C -1.7642 2.1561 5.0153
C -0.7544 -0.8727 4.5740
C 0.6170 -0.9029 4.7945
C 1.0938 -1.6561 5.8526
C 0.2089 -2.3582 6.6674
C -1.1576 -2.3192 6.4300
C -1.6511 -1.5753 5.3665
H 0.3315 2.1920 2.3383
H 0.7323 4.4803 3.1930
H -0.4676 5.2746 5.2015
H -2.0436 3.7788 6.3816
H -2.4508 1.4885 5.5248
H 1.2934 -0.3523 4.1515
H 2.1576 -1.6911 6.0456
H 0.5936 -2.9443 7.4914
H -1.8377 -2.8691 7.0660
H -2.7128 -1.5414 5.1515
*
```

- E_HOMO (alpha / beta): -0.5190 / -0.5179 hartree
- Frontier orbital gap (alpha / beta): 6.118 / 6.243 eV
- Molecular weight: 925.1 u
- ΔE to the lowest compared entry with this formula, charge and spin: 142.4 kJ/mol
- Calculated total energy: -90722.91834 eV


# 3
A structure of composition C40H35N8O4PdS in a non-equilibrium geometry. Source: the OMol25 dataset; level of theory: wB97M-V/def2-TZVPD.

ORCA input file:
```
! RIJCOSX wB97M-V def2-TZVPD def2/J DEFGRID3
* xyz 1 5
Pd -0.0766 0.0951 -0.4227
C 5.0036 3.0666 -4.4427
C 4.2148 2.4081 -3.3679
C 4.5964 2.3773 -2.0115
C 3.8886 1.6454 -1.1233
C 2.7307 0.9016 -1.4747
N 2.0646 0.2642 -0.4571
C 2.7550 -0.5254 0.4059
C 3.7746 -1.3554 -0.1288
C 4.4561 -2.2721 0.6432
C 4.2119 -2.2924 2.0107
C 5.0382 -3.1297 2.9453
C 3.2100 -1.4896 2.5435
C 2.4119 -0.6880 1.7495
N 1.4345 0.1653 2.3182
C 1.5161 0.7747 3.5555
C 0.3672 1.4591 3.7144
C -0.3944 1.2085 2.5498
N 0.2615 0.4186 1.7537
C 2.2924 0.9666 -2.8082
C 3.0548 1.6856 -3.7118
N 1.1434 0.2261 -3.3039
C 0.9858 -0.2286 -4.5669
C -0.1964 -0.8906 -4.6645
C -0.7563 -0.7995 -3.3751
N 0.0561 -0.1197 -2.5872
H 5.4675 3.9716 -4.1269
H 4.3463 3.3357 -5.2567
H 5.8284 2.4382 -4.8786
H 5.4589 2.9851 -1.6905
H 4.1345 1.6512 -0.0728
H 3.9418 -1.3040 -1.1875
H 5.2175 -2.9244 0.2165
H 5.1498 -4.1354 2.5537
H 4.5938 -3.2277 3.9192
H 6.0659 -2.7187 3.0669
H 2.9735 -1.5297 3.6157
H 2.3907 0.7780 4.2089
H 0.0668 2.1376 4.5171
H -1.3598 1.5527 2.2849
H 2.6867 1.8262 -4.7126
H 1.7804 -0.2516 -5.2618
H -0.6356 -1.3782 -5.5295
H -1.6717 -1.1573 -2.9096
C -5.7778 -1.8535 4.6053
C -5.2890 -1.7487 3.1867
C -3.9242 -1.9801 2.8953
C -3.4638 -1.7493 1.6038
C -4.3700 -1.2680 0.6809
C -5.7207 -1.0531 0.9228
C -6.1610 -1.2748 2.2259
S -3.7569 -0.8127 -0.8996
O -4.8719 -0.2976 -1.6797
O -2.9457 -1.8694 -1.4097
N -2.6660 0.4938 -0.5626
C -3.0484 1.7403 -0.4129
C -4.3989 2.1703 -0.2518
C -4.7581 3.4949 -0.2045
C -3.7547 4.4624 -0.2911
C -2.3848 4.1319 -0.3913
C -1.3876 5.1162 -0.4413
C -0.0605 4.7364 -0.4762
C 0.2479 3.3708 -0.5391
N -0.6513 2.4195 -0.5507
C -1.9492 2.7635 -0.4415
H -5.4414 -2.7444 5.1056
H -6.8549 -1.9171 4.6676
H -5.4838 -0.9711 5.1671
H -3.2171 -2.3565 3.6361
H -2.4307 -1.9524 1.3196
H -6.3508 -0.6631 0.1497
H -7.2062 -1.0762 2.4895
H -5.1263 1.3791 -0.1532
H -5.7575 3.8349 -0.0289
H -3.9563 5.5334 -0.2846
H -1.6695 6.1588 -0.4012
H 0.7127 5.5184 -0.4665
H 1.2768 3.0568 -0.6566
O 1.9833 -2.2188 -1.9745
C 1.2830 -2.7742 -1.1567
C 1.3066 -4.2505 -0.8423
C 0.3071 -4.4474 0.2934
C -0.0554 -2.9963 0.6548
O -0.6953 -2.6411 1.6402
N 0.4473 -2.1232 -0.2635
H 2.3184 -4.5140 -0.5391
H 1.0361 -4.8460 -1.6925
H 0.7799 -4.8933 1.2313
H -0.5935 -5.0101 0.0359
*
```

- E_HOMO (alpha / beta): -0.3849 / -0.4020 hartree
- Frontier orbital gap (alpha / beta): 7.420 / 6.098 eV
- <S²>: 6.097
- Molecular weight: 830.3 u
- ΔE to the lowest compared entry with this formula, charge and spin: 0.0 kJ/mol
- Calculated total energy: -76466.82162 eV